1.
Computed, not measured: an isolated molecule of C6H10O, with the ωB97M-V functional and the def2-TZVPD basis.

The total energy is -309.8400 a.u. The value obtained for the frontier orbital gap is 10.51 eV. As for the LUMO energy: 1.0 eV. The energy above the lowest of the compared OMol25 structures with the same formula, charge and spin is 1.5 kcal per mole. The SMILES is CC1(O)CC=CC1.

```
! RIJCOSX wB97M-V def2-TZVPD def2/J DEFGRID3
* xyz 0 1
C 1.860 0.003 -0.143
H 0.621 -1.325 -1.299
C 0.742 -1.009 -0.253
H 0.886 -1.911 0.352
C -0.128 1.251 -0.135
H 2.913 -0.265 -0.149
C -1.833 -0.687 -0.303
H -1.742 -1.147 -1.291
H -2.544 0.142 -0.374
H -0.606 1.944 0.567
H -0.479 1.511 -1.144
C -0.489 -0.208 0.234
H 1.982 2.149 -0.024
O -0.574 -0.307 1.653
H 0.263 0.036 1.999
H -2.252 -1.422 0.389
C 1.381 1.246 -0.079
*
```

2.
Computed, not measured: an isolated molecule of C6H10O, with the ωB97M-V functional and the def2-TZVPD basis.

The total energy is -309.8158 a.u. The value obtained for the frontier orbital gap is 10.74 eV. As for the LUMO energy: 1.0 eV. The energy above the lowest of the compared OMol25 structures with the same formula, charge and spin is 16.7 kcal per mole. The SMILES is C[C@H]1C[C@H]1CC=O.

```
! RIJCOSX wB97M-V def2-TZVPD def2/J DEFGRID3
* xyz 0 1
H 0.330 2.371 -1.040
C 1.347 -0.533 0.624
C -2.135 -1.555 0.181
H 1.095 -0.200 1.629
H -1.699 0.282 -0.746
H -3.198 -1.262 0.355
C 1.219 0.471 -0.484
C 0.231 -0.670 -0.382
H 1.953 0.387 -1.284
H 2.169 -1.243 0.590
H 0.354 -1.473 -1.106
O -1.820 -2.720 0.158
H 0.111 1.943 0.662
C -1.209 -0.376 -0.010
H -1.241 0.179 0.936
C 0.812 1.896 -0.178
H 1.683 2.502 0.096
*
```

3.
Computed, not measured: an isolated molecule of C6H10O, with the ωB97M-V functional and the def2-TZVPD basis.

The total energy is -309.8284 a.u. The value obtained for the frontier orbital gap is 10.28 eV. As for the LUMO energy: 1.0 eV. The energy above the lowest of the compared OMol25 structures with the same formula, charge and spin is 8.8 kcal per mole. The SMILES is C[C@H]1CC=C[C@H]1O.

```
! RIJCOSX wB97M-V def2-TZVPD def2/J DEFGRID3
* xyz 0 1
O -1.891 1.234 0.042
H -0.997 -1.662 0.118
C -0.421 -0.487 -1.601
H -1.439 1.671 -0.692
H 1.390 -1.817 0.875
H 2.399 0.626 1.416
H -1.420 -0.225 -1.953
H -0.086 -1.364 -2.171
C 1.079 -0.907 0.349
C -0.926 0.460 0.723
C 1.399 0.384 1.062
H -1.433 0.132 1.641
H 0.340 2.214 1.484
C -0.400 -0.763 -0.082
H 1.595 -0.908 -0.606
H 0.261 0.335 -1.881
C 0.341 1.187 1.130
*
```

4.
Computed, not measured: an isolated molecule of C6H10O, with the ωB97M-V functional and the def2-TZVPD basis.

The total energy is -309.7041 a.u. The value obtained for the frontier orbital gap (alpha / beta) is 8.17 / 7.97 eV. As for the LUMO energy (alpha / beta): 0.9 / 0.9 eV. The energy above the lowest of the compared OMol25 structures with the same formula, charge and spin is 86.8 kcal per mole.

```
! RIJCOSX wB97M-V def2-TZVPD def2/J DEFGRID3
* xyz 0 1
H -1.194 -1.850 2.677
O -1.949 -0.536 1.356
H 3.360 0.716 -0.496
H 1.857 1.570 0.148
H -0.075 1.173 0.541
C 1.548 -0.168 -1.050
H -2.933 0.805 0.213
C -0.940 -1.208 1.846
H 2.069 -0.941 -1.625
C 2.276 0.749 -0.435
C -0.723 0.771 -0.257
H -0.282 -0.300 -2.107
H -0.978 1.611 -0.909
H 0.068 -1.093 1.464
C 0.047 -0.310 -1.061
C -1.973 0.335 0.394
H -0.177 -1.324 -0.699
*
```

5.
Computed, not measured: a structure of composition C6H10O in a non-equilibrium geometry, with the ωB97M-V functional and the def2-TZVPD basis.

The total energy is -309.6714 a.u. The value obtained for the frontier orbital gap is 9.35 eV. As for the LUMO energy: 0.8 eV. The energy above the lowest of the compared OMol25 structures with the same formula, charge and spin is 107.3 kcal per mole.

```
! RIJCOSX wB97M-V def2-TZVPD def2/J DEFGRID3
* xyz 0 1
H -3.408 -0.754 -1.405
H 1.307 -1.617 0.236
O 3.016 -0.966 -0.538
H -0.724 -0.359 -0.628
H 2.246 1.299 0.527
C -2.057 0.530 -0.366
H -4.031 0.866 -0.726
H 0.310 0.420 2.083
C 1.462 0.581 0.350
H -1.395 -0.960 1.079
C -3.255 0.109 -0.775
H 1.284 0.253 -0.790
C 0.109 0.687 1.046
H -0.159 1.744 1.099
H -1.908 1.615 -0.316
C -0.989 -0.172 0.468
C 1.925 -0.752 -0.063
*
```

6.
Computed, not measured: a structure of composition C6H10O in a non-equilibrium geometry, with the ωB97M-V functional and the def2-TZVPD basis.

The total energy is -309.7572 a.u. The value obtained for the frontier orbital gap is 10.46 eV. As for the LUMO energy: 1.0 eV. The energy above the lowest of the compared OMol25 structures with the same formula, charge and spin is 53.4 kcal per mole.

```
! RIJCOSX wB97M-V def2-TZVPD def2/J DEFGRID3
* xyz 0 1
H -2.269 -0.560 -1.010
H -0.393 1.825 -1.080
H -2.308 -1.422 0.498
C -0.617 -0.206 0.063
C 1.225 0.642 0.008
H 2.123 -0.913 -1.128
H 2.235 -1.375 0.706
H -2.645 0.537 0.316
C -2.058 -0.418 0.027
H 0.593 -0.267 1.983
H -0.245 1.241 1.594
C 0.247 0.362 1.111
O 0.274 -1.363 -0.280
C 1.624 -0.862 -0.158
H 1.997 1.436 0.218
C -0.050 0.873 -0.945
H 0.267 0.471 -1.921
*
```

7.
Computed, not measured: an isolated molecule of C6H10O, with the ωB97M-V functional and the def2-TZVPD basis.

The total energy is -309.8148 a.u. The value obtained for the frontier orbital gap is 10.74 eV. As for the LUMO energy: 1.0 eV. The energy above the lowest of the compared OMol25 structures with the same formula, charge and spin is 17.3 kcal per mole. The SMILES is C[C@H]1C[C@H]1CC=O.

```
! RIJCOSX wB97M-V def2-TZVPD def2/J DEFGRID3
* xyz 0 1
C -0.144 1.435 0.523
C -1.050 0.776 -0.479
H 2.796 -1.599 0.982
C 2.396 -0.977 0.153
O 3.151 -0.417 -0.607
H -3.088 0.181 -0.055
H -1.349 1.417 -1.304
C 0.413 0.439 -0.457
H -0.217 1.120 1.561
C 0.886 -0.907 0.044
H -1.881 -0.699 0.895
C -2.083 -0.259 -0.093
H 1.028 0.832 -1.262
H -2.097 -1.075 -0.830
H 0.588 -1.711 -0.648
H 0.441 -1.160 1.013
H 0.107 2.483 0.398
*
```

8.
Computed, not measured: an isolated molecule of C6H10O2 in a non-equilibrium geometry, with the ωB97M-V functional and the def2-TZVPD basis.

The total energy is -384.7384 a.u. The value obtained for the frontier orbital gap is 10.11 eV. As for the LUMO energy: 1.0 eV. The energy above the lowest of the compared OMol25 structures with the same formula, charge and spin is 228.4 kcal per mole. The SMILES is CCC1O[C@H]2C[C@@H]2O1.

```
! RIJCOSX wB97M-V def2-TZVPD def2/J DEFGRID3
* xyz 0 1
H 0.722 -1.243 0.163
H 2.200 2.987 1.506
H -2.112 -2.785 0.617
H 2.226 0.673 -0.682
H 1.157 2.218 -1.507
H 0.818 3.337 0.629
C -1.049 -2.400 0.381
H 0.486 1.931 1.562
C 1.293 2.413 0.741
H -1.919 -1.021 -0.803
C 1.246 1.487 -0.446
C -0.923 -1.364 -0.590
H -0.270 -3.139 0.428
O -0.081 -0.518 -1.253
C -0.378 -1.162 0.605
O -0.347 0.241 0.941
C -0.007 0.695 -0.480
H -0.975 1.245 -0.678
*
```

9.
Computed, not measured: a structure of composition C6H10O2 in a non-equilibrium geometry, with the ωB97M-V functional and the def2-TZVPD basis.

The total energy is -384.9115 a.u. The value obtained for the frontier orbital gap is 10.48 eV. As for the LUMO energy: 1.0 eV. The energy above the lowest of the compared OMol25 structures with the same formula, charge and spin is 119.8 kcal per mole.

```
! RIJCOSX wB97M-V def2-TZVPD def2/J DEFGRID3
* xyz 0 1
H -0.530 1.792 -1.408
C -1.717 -0.859 -0.525
H 0.083 -0.279 -1.001
H 1.605 -2.052 -0.754
O -0.559 -0.248 1.058
O 1.830 -0.083 -0.192
H 1.244 1.339 1.126
C -0.249 -0.957 -0.185
H -2.267 -1.441 0.192
C -0.383 1.568 -0.365
H 1.737 1.885 -0.525
H -2.289 1.019 0.721
C -1.429 0.541 0.198
H -2.178 -0.930 -1.483
H -0.518 2.472 0.195
C 1.210 -1.373 -0.014
C 1.155 1.170 0.061
H 1.430 -1.700 0.993
*
```

10.
Computed, not measured: an isolated molecule of C6H10O2S2 in a non-equilibrium geometry, with the ωB97M-V functional and the def2-TZVPD basis.

The total energy is -1181.3569 a.u. The value obtained for the frontier orbital gap (alpha / beta) is 7.59 / 7.25 eV. As for the LUMO energy (alpha / beta): -0.8 / -0.6 eV. The energy above the lowest of the compared OMol25 structures with the same formula, charge and spin is 74.4 kcal per mole.

```
! RIJCOSX wB97M-V def2-TZVPD def2/J DEFGRID3
* xyz 0 1
H 2.717 -0.305 0.748
H -1.302 -0.838 -1.618
C 1.813 -0.684 1.245
C -1.699 -1.469 -0.896
H 2.804 1.482 -0.258
C 0.819 0.624 -0.650
S -1.654 0.813 0.683
H 1.897 -0.054 2.084
H -2.333 -2.213 -1.237
C 1.721 1.752 -0.261
H 1.914 -1.640 1.572
O 0.211 0.729 -1.682
H -3.384 -0.223 -0.458
C 0.722 -0.515 0.230
H 1.495 2.085 0.808
S -0.168 -2.022 0.013
O -1.714 1.725 -0.484
C -2.553 -0.632 0.054
H 1.712 2.539 -0.884
H -3.017 -1.154 0.991
*
```

11.
Computed, not measured: an isolated molecule of C6H10O3 in a non-equilibrium geometry, with the ωB97M-V functional and the def2-TZVPD basis.

The total energy is -460.2710 a.u. The value obtained for the frontier orbital gap is 9.19 eV. As for the LUMO energy: 0.6 eV. The energy above the lowest of the compared OMol25 structures with the same formula, charge and spin is 49.8 kcal per mole. The SMILES is CC(C)=C[C@@H](O)C(=O)O.

```
! RIJCOSX wB97M-V def2-TZVPD def2/J DEFGRID3
* xyz 0 1
H 1.281 -0.309 -0.895
H 1.151 -3.796 -1.150
C 0.570 -0.117 -0.086
O 1.766 -2.878 0.895
O 0.448 -3.187 -0.882
H -1.434 2.366 0.992
C 0.817 -2.546 0.223
H 0.684 2.828 -0.995
C -0.031 -1.323 0.518
H 0.476 1.486 -2.149
H -0.154 -1.223 1.604
H -0.939 2.425 -1.574
C -0.167 1.043 -0.126
C 0.030 1.991 -1.283
H -1.905 -0.589 0.423
H 0.248 2.336 1.545
C -0.572 1.705 1.168
O -1.432 -1.183 -0.166
H -0.839 0.971 1.937
*
```

12.
Computed, not measured: an isolated molecule of C6H10O3S2 in a non-equilibrium geometry, with the ωB97M-V functional and the def2-TZVPD basis.

The total energy is -1256.6741 a.u. The value obtained for the frontier orbital gap is 8.57 eV. As for the LUMO energy: 0.1 eV. The energy above the lowest of the compared OMol25 structures with the same formula, charge and spin is 0.0 kcal per mole. The SMILES is CC(C)(C)OC(=O)C1(O)SS1.

```
! RIJCOSX wB97M-V def2-TZVPD def2/J DEFGRID3
* xyz 0 1
O 0.364 0.535 -0.193
H -1.936 1.859 0.012
S 3.142 0.547 1.239
H -2.773 -0.594 -0.858
H -1.845 -1.256 1.555
O 2.671 1.429 -1.496
H -2.404 0.676 1.525
H -0.631 -2.008 0.530
S 4.064 -0.552 -0.213
H -1.351 -1.327 -1.444
H -0.936 1.819 1.411
H -1.789 0.299 -1.866
C -1.761 -0.433 -1.043
C -1.005 -0.004 0.147
H 3.583 1.628 -1.614
C 2.645 0.438 -0.554
C -1.672 1.206 0.865
H -0.106 -1.208 1.947
O 1.288 -1.532 -0.598
C 1.346 -0.344 -0.479
C -0.895 -1.178 1.126
*
```

13.
Computed, not measured: an isolated molecule of C6H10O5S in a non-equilibrium geometry, with the ωB97M-V functional and the def2-TZVPD basis.

The total energy is -1008.7497 a.u. The value obtained for the frontier orbital gap (alpha / beta) is 5.21 / 7.28 eV. As for the LUMO energy (alpha / beta): 0.7 / -2.1 eV. The expectation value of S² is 2.010.

```
! RIJCOSX wB97M-V def2-TZVPD def2/J DEFGRID3
* xyz 0 3
H -0.144 -2.298 -1.966
O -0.711 -2.127 -1.150
O 2.172 0.968 -1.614
S 2.291 -0.038 0.875
C 0.035 -1.543 -0.076
H -1.623 2.379 1.168
C -1.045 0.738 -0.150
H 0.201 -2.292 0.629
O -0.116 -0.133 1.848
O 0.191 1.339 -0.369
H -1.825 -0.991 1.071
C -1.985 1.685 0.504
H -2.488 2.429 -0.169
C 1.284 0.560 -0.668
H 1.687 -1.547 -1.294
H 0.073 -0.823 2.363
C -0.893 -0.566 0.727
H -2.879 1.057 0.874
H -1.432 0.378 -1.032
O 3.707 -0.151 0.499
H 2.210 1.873 -1.570
C 1.291 -0.898 -0.499
*
```

14.
Computed, not measured: a structure of composition C6H10O5Sr in a non-equilibrium geometry, with the ωB97M-V functional and the def2-TZVPD basis.

The total energy is -641.2593 a.u. The value obtained for the frontier orbital gap (alpha / beta) is 7.52 / 7.66 eV. As for the LUMO energy (alpha / beta): -4.5 / -4.8 eV. The expectation value of S² is 0.753.

```
! RIJCOSX wB97M-V def2-TZVPD def2/J DEFGRID3
* xyz 1 2
O 2.094 0.518 -0.915
H 0.434 -1.510 -1.535
O 1.828 -2.533 -2.752
H 0.502 3.762 0.685
H 1.476 -0.700 0.657
O 0.235 1.722 0.929
C 2.096 0.193 0.454
H 3.472 -0.981 -1.343
H 1.567 1.063 2.335
O -1.416 -1.737 0.875
H 2.222 2.231 1.151
Sr -1.680 0.500 1.418
C 2.572 -0.492 -1.756
H 0.687 2.760 -0.812
C -1.663 -1.452 -0.317
C 1.551 -1.566 -2.092
H 3.118 -0.043 0.798
O -2.349 -0.444 -0.592
C 1.583 1.348 1.276
H 2.865 -0.017 -2.705
C 0.125 2.903 0.118
H -0.938 3.055 -0.101
*
```